(1)
DFT (ωB97M-V/def2-TZVPD) results for a molecular structure, C42H45BBrGaN4O4.

The geometry in XYZ format:
```
98
C42H45BBrGaN4O4 (ωB97M-V/def2-TZVPD)
Ga -0.503 -0.394 0.307
C 0.020 3.586 3.085
C 0.583 3.213 1.705
C 1.905 3.950 1.481
C -0.462 3.495 0.642
C -0.475 4.702 -0.044
C -1.473 4.992 -0.960
C -2.479 4.073 -1.195
C -2.503 2.849 -0.536
C -3.648 1.882 -0.773
C -3.927 1.613 -2.254
C -4.911 2.421 -0.085
C -1.482 2.560 0.381
N -1.430 1.296 1.029
C -2.192 1.133 2.131
O -2.971 1.931 2.637
C -1.921 -0.194 2.804
C -2.405 -0.622 4.028
C -1.926 -1.831 4.524
C -0.955 -2.552 3.834
C -0.509 -2.038 2.631
N -1.030 -0.919 2.158
C 0.710 -2.482 1.842
O 1.287 -3.522 2.122
N 1.066 -1.558 0.912
C 2.409 -1.593 0.444
C 2.684 -1.980 -0.875
C 3.988 -1.907 -1.347
C 5.015 -1.463 -0.534
C 4.739 -1.093 0.771
C 3.448 -1.148 1.286
C 3.220 -0.716 2.724
C 3.756 0.694 2.987
C 3.845 -1.731 3.689
C 1.587 -2.544 -1.750
C 1.655 -2.070 -3.204
C 1.618 -4.076 -1.669
H 0.724 3.312 3.874
H -0.150 4.664 3.130
H -0.931 3.091 3.274
H 0.776 2.137 1.705
H 1.802 5.011 1.716
H 2.672 3.541 2.140
H 2.250 3.858 0.451
H 0.296 5.439 0.147
H -1.473 5.942 -1.481
H -3.263 4.316 -1.902
H -3.389 0.929 -0.306
H -4.133 2.535 -2.799
H -3.090 1.110 -2.744
H -4.803 0.969 -2.344
H -5.214 3.364 -0.545
H -5.734 1.709 -0.182
H -4.720 2.593 0.973
H -3.113 -0.009 4.566
H -2.287 -2.198 5.476
H -0.533 -3.470 4.217
H 4.198 -2.208 -2.367
H 6.029 -1.414 -0.911
H 5.548 -0.750 1.405
H 2.148 -0.688 2.918
H 4.838 0.741 2.859
H 3.297 1.410 2.302
H 3.522 0.997 4.009
H 4.929 -1.771 3.564
H 3.629 -1.454 4.724
H 3.439 -2.724 3.503
H 0.638 -2.213 -1.338
H 2.399 -2.632 -3.771
H 0.685 -2.221 -3.682
H 1.904 -1.008 -3.268
H 2.589 -4.447 -2.004
H 1.468 -4.404 -0.639
H 0.840 -4.514 -2.300
O -2.402 -2.617 -0.507
B -1.649 -1.546 -0.969
O -1.602 -1.567 -2.361
C -2.308 -2.679 -2.752
C -2.524 -3.170 -4.020
C -3.274 -4.338 -4.117
C -3.780 -4.969 -2.986
C -3.553 -4.469 -1.708
C -2.801 -3.318 -1.620
H -2.123 -2.672 -4.893
H -3.458 -4.766 -5.093
H -4.362 -5.875 -3.101
H -3.937 -4.958 -0.823
Br -0.699 2.599 -4.462
C 0.419 2.061 -3.047
C 1.747 2.450 -2.996
C 2.521 2.000 -1.939
C 1.946 1.197 -0.971
N 0.668 0.822 -1.037
C -0.088 1.243 -2.056
H 2.164 3.081 -3.770
H 3.567 2.263 -1.866
H 2.514 0.836 -0.123
H -1.110 0.891 -2.084
```

charge: 0
E_LUMO: -0.10 eV
energy above the lowest of the compared OMol25 structures with the same formula, charge and spin: 0.00 kJ/mol

---

(2)
DFT (ωB97M-V/def2-TZVPD) results for a molecular structure, C34H80CdN4O17.

The geometry in XYZ format:
```
136
C34H80CdN4O17 (ωB97M-V/def2-TZVPD)
O -1.048 -3.075 -0.252
H -0.647 -3.947 -0.236
H -1.877 -2.996 -0.730
H -1.104 -2.646 0.605
O -3.420 -0.822 2.874
H -3.660 -1.505 2.242
H -4.230 -0.530 3.297
H -2.769 -1.099 3.523
Cd -0.754 -3.323 3.877
C -5.179 -4.580 0.732
C -5.404 -5.863 0.875
C -4.417 -6.805 1.538
O -4.453 -8.134 1.499
C -3.435 -6.297 2.411
C -3.246 -4.871 2.546
C -4.047 -3.998 1.451
O -3.687 -2.842 1.189
O -2.431 -4.310 3.183
O -6.574 -6.253 0.392
H -5.856 -3.916 0.216
H -2.867 -6.954 3.054
C -1.227 -0.352 6.764
C -2.352 -0.931 5.901
O -1.976 -1.990 5.014
H -0.256 -0.272 6.276
H -1.101 -1.009 7.625
H -1.678 0.607 7.018
H -2.885 -0.201 5.291
H -3.130 -1.288 6.576
C 0.259 -0.285 0.680
C -0.087 -0.747 2.114
O -0.887 -1.927 2.241
H 1.168 0.315 0.667
H -0.495 0.019 -0.047
H 0.622 -1.192 0.197
H -0.650 0.084 2.538
H 0.846 -0.905 2.656
O 1.219 -2.686 4.655
H 1.914 -2.990 4.071
H 1.649 -2.576 5.503
C 5.822 -1.624 -5.323
O 5.119 -1.632 -4.140
C 3.829 -2.312 -4.181
C 3.149 -2.223 -2.829
N 4.228 -2.446 -1.833
C 3.989 -1.748 -0.522
C 5.218 -1.826 0.396
O 5.245 -0.652 1.224
C 4.581 -0.946 2.486
H 6.364 -2.545 -5.541
H 6.645 -0.934 -5.138
H 5.271 -1.247 -6.185
H 3.931 -3.383 -4.356
H 3.199 -1.799 -4.907
H 2.407 -3.014 -2.715
H 2.618 -1.289 -2.645
H 5.070 -2.014 -2.185
H 3.095 -2.133 -0.031
H 3.915 -0.662 -0.582
H 6.099 -1.805 -0.245
H 5.363 -2.712 1.014
H 4.593 -0.061 3.122
H 5.241 -1.678 2.952
H 3.519 -1.188 2.449
C -4.695 -5.231 -4.943
O -3.703 -6.264 -4.577
C -2.491 -6.106 -5.312
C -1.333 -5.730 -4.364
N -1.126 -4.226 -4.447
C 0.031 -3.805 -3.722
C -0.062 -2.263 -3.557
O 0.857 -1.542 -4.460
C 0.357 -1.414 -5.799
H -4.165 -4.286 -4.817
H -5.630 -5.316 -4.389
H -5.040 -5.574 -5.918
H -2.532 -5.550 -6.249
H -2.547 -7.139 -5.654
H -0.412 -6.207 -4.700
H -1.532 -5.937 -3.312
H -1.138 -4.007 -5.433
H 0.856 -4.065 -4.385
H 0.248 -4.287 -2.769
H 0.390 -1.913 -2.629
H -1.019 -1.743 -3.599
H 1.069 -0.866 -6.416
H -0.635 -0.963 -5.823
H 0.050 -2.360 -6.246
C -0.341 2.821 -0.925
O -0.845 4.029 -1.553
C -0.047 5.217 -1.287
C 1.186 5.258 -2.196
N 0.973 5.973 -3.378
C 0.209 5.290 -4.397
C -0.175 6.204 -5.550
O 0.792 6.231 -6.655
C 1.921 7.007 -6.359
H -0.715 2.548 0.062
H 0.749 2.807 -0.922
H -0.619 1.998 -1.583
H 0.076 5.387 -0.217
H -0.722 6.054 -1.469
H 1.693 4.293 -2.195
H 1.852 5.916 -1.639
H 1.716 6.601 -3.650
H -0.770 4.935 -4.072
H 0.850 4.548 -4.873
H -0.565 7.152 -5.179
H -1.046 5.761 -6.032
H 2.502 7.366 -7.209
H 2.615 6.549 -5.653
H 1.595 7.946 -5.911
C -1.036 7.779 7.430
O -0.738 6.656 6.567
C -1.071 5.431 7.154
C -0.662 4.217 6.230
N -1.610 3.856 5.241
C -1.044 2.671 4.480
C 0.043 3.103 3.453
O 0.886 4.197 3.791
C 1.888 4.472 2.825
H -0.761 7.834 8.483
H -2.122 7.851 7.485
H -0.709 8.749 7.056
H -2.105 5.473 7.496
H -0.400 5.494 8.010
H -0.336 3.409 6.885
H 0.224 4.670 5.784
H -1.703 4.722 4.728
H -1.857 2.127 3.999
H -0.698 1.865 5.128
H -0.457 3.369 2.521
H 0.693 2.249 3.261
H 1.511 4.708 1.830
H 2.652 3.694 2.830
H 2.374 5.272 3.382
```

charge: 0
E_LUMO: -1.58 eV

---

HOMO-LUMO gap, record by record: 8.4, 4.7 eV
Electronic energy, record by record: -181536.575, -81869.181 eV
HOMO, record by record: -0.3109, -0.2297 Ha